Model 1:
The following is a DFT calculation (wB97M-V/def2-TZVPD) of a 2-piece molecular cluster, C4H12NOS overall.

The geometry in XYZ format:
```
19
Properties=species:S:1:pos:R:3:mulliken_charge:R:1
C -0.29 -1.58 -0.42 -0.527
N 0.13 -0.54 0.52 -0.373
C 0.07 0.80 -0.14 -0.895
C 0.53 2.02 0.63 -0.728
S 1.86 3.29 0.18 -0.625
C 0.53 -1.69 -1.77 -1.029
H -0.10 -2.51 0.09 0.397
H -1.36 -1.57 -0.59 0.303
H 1.11 -0.76 0.83 0.251
H -0.89 0.85 -0.40 0.623
H 0.83 0.63 -0.94 0.367
H 0.68 1.86 1.73 0.231
H -0.50 2.59 0.66 0.077
H 1.71 -1.74 -1.49 0.231
H 0.44 -2.76 -2.08 0.369
H 0.39 -1.04 -2.67 0.307
H -2.21 1.29 1.78 0.276
H -1.09 0.21 1.76 0.467
O -1.83 0.65 2.30 -0.723
```

Its net charge is -1. As for the highest occupied orbital energy: -2.42 eV. The spin multiplicity is 1. The orbital gap comes out at 5.77 eV.

---

Model 2:
The following is a DFT calculation (wB97M-V/def2-TZVPD) of a 2-piece molecular cluster, C4H12NOS overall.

The geometry in XYZ format:
```
19
Properties=species:S:1:pos:R:3:mulliken_charge:R:1
C -1.51 0.94 1.02 -0.732
N -0.71 -0.27 0.78 -0.395
C 0.73 -0.01 0.47 0.415
C 1.12 -0.70 -0.83 -0.872
S 2.72 -0.14 -1.50 -0.684
C 1.51 -0.62 1.63 -1.563
H -2.50 0.50 1.14 0.137
H -1.12 1.54 1.84 0.278
H -1.57 1.52 0.09 0.319
H -0.83 -0.95 1.51 0.256
H 0.88 1.09 0.57 0.221
H 1.08 -1.77 -0.59 0.235
H 0.43 -0.55 -1.68 0.257
H 1.23 -0.15 2.58 0.392
H 2.60 -0.50 1.51 0.377
H 1.49 -1.72 1.68 0.355
H -5.74 0.24 0.04 0.308
H -4.39 0.86 0.14 0.343
O -5.14 0.79 -0.46 -0.646
```

Its net charge is -1. As for the highest occupied orbital energy: -2.16 eV. The spin multiplicity is 1. The orbital gap comes out at 5.03 eV.

---

Short version: model 2 is the most stable of them.

---

Model 1:
The following is a DFT calculation (wB97M-V/def2-TZVPD) of a 11-piece molecular cluster, C6H33NO10 overall.

The geometry in XYZ format:
```
50
Properties=species:S:1:pos:R:3:mulliken_charge:R:1
C 2.26 2.74 -1.01 -1.172
C 1.34 1.52 -1.03 -0.303
C 0.40 1.19 -0.12 -0.101
C -0.26 -0.15 -0.29 0.867
C -0.40 -0.85 1.24 0.055
C -1.45 -2.02 1.37 -1.785
N 0.93 -1.38 1.47 -0.265
H 3.11 2.59 -1.68 0.377
H 1.54 3.65 -1.22 0.278
H 2.74 2.82 -0.05 0.275
H 1.37 1.02 -2.00 0.189
H 0.21 1.74 0.83 0.169
H -1.29 -0.13 -0.83 -0.069
H 0.41 -0.67 -0.84 -0.561
H -0.67 -0.04 1.88 0.825
H -0.99 -2.97 1.32 0.456
H -1.87 -2.06 2.36 0.362
H -2.13 -2.01 0.61 0.409
H 1.68 -0.95 0.98 -0.158
H 1.20 -1.79 2.40 0.264
O -0.49 0.10 3.95 -0.617
H 0.21 0.66 4.13 0.308
H -0.06 -0.65 3.49 0.404
O -1.05 -0.14 -3.47 -0.611
H -0.23 -0.34 -3.11 0.359
H -0.95 0.07 -4.36 0.265
O 3.57 -0.87 0.45 -0.729
H 3.60 0.03 0.08 0.290
H 3.14 -1.45 -0.38 0.379
O -4.53 1.31 0.29 -0.641
H -4.03 0.54 -0.12 0.330
H -3.86 1.72 0.80 0.341
O 3.51 0.65 2.80 -0.642
H 3.35 1.19 2.07 0.302
H 3.22 -0.21 2.48 0.327
O 2.31 -1.79 -2.19 -0.687
H 2.94 -2.35 -2.66 0.309
H 1.55 -2.48 -2.03 0.374
O -2.64 3.31 -0.88 -0.622
H -3.10 2.45 -1.04 0.321
H -1.87 3.29 -1.53 0.305
O -2.98 2.71 2.20 -0.687
H -2.23 2.67 2.77 0.293
H -2.79 3.38 1.54 0.336
O -1.69 -2.50 -2.82 -0.697
H -1.86 -1.93 -3.58 0.379
H -1.86 -1.83 -2.13 0.252
O 0.58 -3.28 -0.95 -0.687
H 0.45 -3.48 0.00 0.286
H -0.38 -3.02 -1.17 0.348
```

Its net charge is 0. As for the highest occupied orbital energy: -9.14 eV. As for the SMILES: C/C=C/C[C@@H](C)N.O.O.O.O.O.O.O.O.O.O. The spin multiplicity is 1. The orbital gap comes out at 9.15 eV.

---

Model 2:
The following is a DFT calculation (wB97M-V/def2-TZVPD) of a 11-piece molecular cluster, C6H33NO10 overall.

The geometry in XYZ format:
```
50
Properties=species:S:1:pos:R:3:mulliken_charge:R:1
C 0.63 -3.46 2.16 -0.458
C 2.04 -2.90 1.81 -1.198
C 2.33 -1.48 2.22 -0.689
C 1.63 -0.41 1.40 1.262
C 1.64 0.85 1.97 -1.790
C 0.83 -0.74 0.31 -0.136
N -0.06 0.26 -0.11 0.138
H 0.62 -4.01 3.08 0.437
H 0.07 -2.40 2.16 -0.051
H 0.47 -4.15 1.27 0.177
H 2.32 -3.27 0.78 0.412
H 2.75 -3.63 2.24 0.455
H 2.36 -1.34 3.36 0.284
H 3.45 -1.45 2.07 0.329
H 2.19 1.65 1.11 0.102
H 2.26 0.88 2.82 0.575
H 0.72 1.41 2.29 0.195
H 0.84 -1.86 0.04 0.142
H 0.47 1.06 -0.46 -0.121
H -0.49 0.05 -1.04 0.181
O -1.47 0.44 -2.84 -0.583
H -2.26 0.93 -3.04 0.233
H -1.37 -0.47 -3.30 0.333
O -1.87 3.26 -2.61 -0.627
H -1.18 3.77 -2.20 0.275
H -1.67 2.79 -3.51 0.322
O 3.44 0.36 -3.32 -0.647
H 3.26 0.38 -2.37 0.299
H 3.54 1.39 -3.38 0.345
O -1.10 -1.96 -2.84 -0.629
H -0.19 -2.20 -3.17 0.322
H -1.55 -2.83 -2.93 0.301
O -2.54 -1.59 0.97 -0.629
H -1.97 -1.36 1.78 0.320
H -1.94 -1.63 0.12 0.304
O 0.25 1.83 -4.32 -0.676
H 0.78 1.15 -4.67 0.270
H -0.20 1.47 -3.56 0.408
O 2.53 2.61 -1.31 -0.539
H 2.30 3.44 -1.67 0.266
H 1.82 2.36 -0.72 0.255
O -3.56 2.61 3.01 -0.642
H -3.53 1.72 3.41 0.381
H -4.08 2.42 2.17 0.350
O -1.20 0.51 3.18 -0.612
H -0.76 0.57 2.39 0.144
H -2.05 1.04 3.19 0.240
O -3.55 0.80 1.06 -0.604
H -4.13 0.19 0.66 0.281
H -2.84 0.95 0.37 0.295
```

Its net charge is 0. As for the highest occupied orbital energy: -8.19 eV. As for the SMILES: CCC/C(C)=C/N.O.O.O.O.O.O.O.O.O.O. The spin multiplicity is 1. The orbital gap comes out at 7.78 eV.

---

Model 3:
The following is a DFT calculation (wB97M-V/def2-TZVPD) of a 10-piece molecular cluster, C6H33NO10 overall.

The geometry in XYZ format:
```
50
Properties=species:S:1:pos:R:3:mulliken_charge:R:1
C 2.18 -1.56 3.14 -1.033
C 2.73 -0.08 2.76 -0.477
C 2.71 0.40 1.37 -0.533
N 1.38 0.62 0.87 0.263
C 0.53 -0.48 0.61 0.458
C -0.92 -0.48 1.23 -1.706
C 0.28 -0.46 -0.97 0.421
O 1.48 -0.26 -1.73 -0.707
H 2.47 -2.30 2.40 0.314
H 1.07 -1.59 3.13 0.188
H 2.43 -1.72 4.17 0.403
H 2.25 0.57 3.49 0.277
H 3.82 -0.05 2.99 0.352
H 3.20 1.49 1.22 0.308
H 3.33 -0.36 0.69 0.220
H 0.94 1.55 1.02 0.251
H 1.09 -1.52 0.80 0.076
H -1.46 -1.35 0.91 0.325
H -0.83 -0.67 2.33 0.387
H -1.50 0.37 0.82 0.428
H -0.47 0.34 -1.33 -0.133
H 0.11 -1.51 -1.52 -0.217
H 2.17 0.01 -1.10 0.298
O 0.08 3.41 0.36 -0.686
H -0.68 3.25 0.96 0.324
H -0.08 3.09 -0.55 0.356
O 2.62 2.43 -2.60 -0.664
H 1.87 1.87 -2.38 0.351
H 3.19 2.35 -1.89 0.276
O -4.54 0.49 -0.99 -0.633
H -4.32 -0.38 -0.76 0.295
H -3.71 0.75 -1.57 0.323
O -2.00 2.28 -1.92 -0.482
H -1.96 2.80 -1.24 0.149
H -2.15 2.92 -2.55 0.315
O -0.05 2.75 -3.41 -0.706
H -0.64 2.19 -3.04 0.328
H 0.79 2.06 -3.64 0.380
O -1.87 -1.39 -2.69 -0.537
H -2.77 -1.11 -2.93 0.250
H -1.48 -0.83 -3.46 0.312
O -1.27 -3.41 -1.65 -0.652
H -1.22 -4.38 -1.96 0.273
H -2.19 -3.40 -1.30 0.333
O -1.95 0.80 3.32 -0.636
H -1.96 0.72 4.27 0.298
H -0.97 0.69 3.04 0.366
O -0.33 -3.83 0.70 -0.635
H -0.40 -2.98 0.44 0.250
H -1.01 -4.11 0.14 0.290
```

Its net charge is 0. As for the highest occupied orbital energy: -8.52 eV. As for the SMILES: CCCN[C@@H](C)CO.O.O.O.O.O.O.O.O.O. The spin multiplicity is 1. The orbital gap comes out at 8.46 eV.

---

Model 4:
The following is a DFT calculation (wB97M-V/def2-TZVPD) of a 10-piece molecular cluster, C6H33NO10 overall.

The geometry in XYZ format:
```
50
Properties=species:S:1:pos:R:3:mulliken_charge:R:1
N 0.24 2.33 0.71 -0.532
C 0.94 1.09 1.23 -0.247
C 2.09 0.63 0.30 -0.430
C 2.33 -0.85 0.38 0.223
C 3.05 -1.45 -0.81 -1.336
C 2.12 -2.40 -1.61 -0.045
C 1.61 -3.46 -0.73 -0.844
O 0.13 -3.20 -0.36 -0.537
H -0.09 2.13 -0.09 0.266
H 0.89 3.14 0.73 0.127
H 0.34 0.09 1.30 -0.264
H 1.43 1.19 2.16 0.545
H 1.89 0.94 -0.77 -0.035
H 2.96 1.37 0.48 0.340
H 2.71 -1.23 1.25 0.708
H 1.19 -1.32 0.39 -0.235
H 3.95 -1.87 -0.50 0.537
H 3.44 -0.62 -1.52 0.378
H 1.43 -1.59 -2.06 0.106
H 2.72 -2.83 -2.52 0.324
H 1.67 -4.37 -1.10 0.426
H 2.10 -3.44 0.27 0.290
H -0.43 -2.88 -1.00 0.302
O 0.64 1.37 -2.80 -0.533
H -0.29 1.44 -2.72 0.279
H 0.84 2.35 -2.87 0.272
O -4.69 0.81 -0.06 -0.611
H -4.84 1.71 0.43 0.327
H -3.80 0.44 0.23 0.327
O -2.31 -0.02 3.25 -0.746
H -2.91 0.71 3.09 0.307
H -1.47 0.42 2.81 0.458
O -2.06 2.02 -1.72 -0.682
H -1.69 1.10 -1.53 0.246
H -2.96 1.88 -2.04 0.306
O -1.22 -0.65 -1.70 -0.646
H -2.10 -1.22 -1.60 0.542
H -0.92 -0.68 -0.82 0.187
O 2.47 4.29 -1.31 -0.635
H 2.58 3.94 -0.46 0.303
H 2.29 3.45 -1.93 0.335
O -0.83 1.98 3.25 -0.681
H -0.80 2.27 2.40 0.369
H -0.71 2.69 3.88 0.265
O -1.67 -2.31 1.76 -0.605
H -1.89 -1.45 2.28 0.408
H -1.61 -3.03 2.42 0.235
O -2.95 -1.74 -0.45 -0.648
H -2.38 -2.12 0.14 0.398
H -3.42 -1.05 -0.06 0.159
```

Its net charge is 0. As for the highest occupied orbital energy: -9.79 eV. As for the SMILES: NCCCCCCO.O.O.O.O.O.O.O.O.O. The spin multiplicity is 1. The orbital gap comes out at 9.84 eV.

---

Short version: model 1 is the most stable of them.

---

Model 1:
The following is a DFT calculation (wB97M-V/def2-TZVPD) of one molecule with the formula C3H4N4.

The geometry in XYZ format:
```
11
Properties=species:S:1:pos:R:3:mulliken_charge:R:1
C 1.40 0.18 -0.17 -0.230
C 0.32 0.99 -0.14 -0.014
N -0.75 0.71 0.75 -0.289
N -1.58 -0.16 -0.07 -0.362
C -1.01 -1.20 -0.30 0.056
N 0.16 -1.67 0.48 -0.253
N 1.33 -1.06 0.41 -0.196
H 2.40 0.57 -0.57 0.338
H 0.56 2.03 -0.43 0.255
H -1.33 1.56 0.94 0.314
H -1.50 -1.96 -0.90 0.381
```

Its net charge is 0. As for the highest occupied orbital energy: -9.03 eV. As for the SMILES: C1=CNN=CN=N1. The spin multiplicity is 1. The orbital gap comes out at 8.62 eV.

---

Model 2:
The following is a DFT calculation (wB97M-V/def2-TZVPD) of one molecule with the formula C3H4N4.

The geometry in XYZ format:
```
11
Properties=species:S:1:pos:R:3:mulliken_charge:R:1
C 2.31 0.37 0.04 -0.071
N 1.62 -0.69 -0.15 -0.600
N 0.25 -0.27 0.07 0.927
C -0.31 0.99 0.00 -0.118
C -1.66 0.78 -0.16 -0.075
N -1.88 -0.57 0.05 -0.349
N -0.67 -1.13 0.07 -0.528
H 3.43 0.54 -0.04 0.322
H 1.49 1.29 0.36 0.042
H 0.05 2.13 0.12 0.210
H -2.23 1.78 0.06 0.240
```

Its net charge is 0. As for the highest occupied orbital energy: -9.99 eV. As for the SMILES: C=Nn1ccnn1. The spin multiplicity is 1. The orbital gap comes out at 10.13 eV.

---

Model 3:
The following is a DFT calculation (wB97M-V/def2-TZVPD) of one molecule with the formula C3H4N4.

The geometry in XYZ format:
```
11
Properties=species:S:1:pos:R:3:mulliken_charge:R:1
C 2.51 0.39 -0.02 0.079
C -2.23 0.45 0.07 -0.260
C 1.14 0.22 0.15 0.150
N 3.66 0.37 0.02 -0.399
N -1.76 -0.71 0.37 -0.337
N -0.70 -1.32 -0.18 -0.640
N 0.50 -0.84 -0.31 0.336
H -3.26 0.64 0.38 0.273
H -1.52 1.19 -0.35 0.259
H 0.58 1.15 0.73 0.239
H 1.08 -1.52 -0.87 0.299
```

Its net charge is 0. As for the highest occupied orbital energy (spin up / spin down): -8.38 / -8.38 eV. The spin multiplicity is 1. The orbital gap (spin up / spin down) comes out at 7.72 / 7.72 eV.

---

Short version: model 1 is the most stable of them.

---

Model 1:
The following is a DFT calculation (wB97M-V/def2-TZVPD) of C3H4N4 as an isolated structure.

The geometry in XYZ format:
```
11
Properties=species:S:1:pos:R:3:mulliken_charge:R:1
C 0.43 -0.32 -0.01 0.531
C -0.22 0.90 0.19 -0.535
C -1.68 -0.75 -0.15 -0.196
H 3.42 -0.26 0.37 0.316
H 0.41 1.76 0.01 0.346
H -2.06 1.41 -0.17 0.257
H -2.50 -1.38 -0.13 0.433
N 2.55 0.20 -0.50 -0.340
N 1.70 -0.74 0.48 -0.187
N -1.58 0.57 0.05 -0.094
N -0.47 -1.39 -0.15 -0.531
```

Its net charge is 0. As for the highest occupied orbital energy: -9.02 eV. The spin multiplicity is 1. The orbital gap comes out at 7.94 eV.

---

Model 2:
The following is a DFT calculation (wB97M-V/def2-TZVPD) of one molecule with the formula C3H4N4.

The geometry in XYZ format:
```
11
Properties=species:S:1:pos:R:3:mulliken_charge:R:1
N 1.74 0.03 -0.06 -0.496
C 0.37 0.06 -0.09 0.914
C -0.48 1.24 -0.03 -0.403
N -1.77 1.10 -0.12 -0.206
N -2.34 -0.13 0.01 -0.441
N -1.59 -1.23 0.04 -0.212
C -0.30 -1.15 -0.08 -0.367
H 2.24 0.79 0.52 0.244
H 2.23 -0.87 -0.15 0.214
H -0.23 2.31 0.08 0.378
H 0.13 -2.13 -0.14 0.375
```

Its net charge is 0. As for the highest occupied orbital energy: -9.30 eV. As for the SMILES: Nc1cnnnc1. The spin multiplicity is 1. The orbital gap comes out at 9.77 eV.

---

Short version: model 2 is the most stable of them.

---

Model 1:
The following is a DFT calculation (wB97M-V/def2-TZVPD) of one molecule with the formula C3H4N4.

The geometry in XYZ format:
```
11
Properties=species:S:1:pos:R:3:mulliken_charge:R:1
C -1.72 -0.75 0.07 -0.262
N -1.47 0.85 0.08 -0.375
C -0.19 0.69 -0.11 0.392
N 1.01 1.20 0.04 -0.647
N 1.70 -0.03 0.09 0.243
N 1.07 -1.19 -0.01 -0.606
C -0.17 -0.76 -0.17 0.253
H -2.34 -1.27 -0.68 0.275
H -2.11 -0.90 1.19 0.205
H -2.02 1.34 -0.55 0.239
H 2.77 -0.09 -0.09 0.284
```

Its net charge is 0. As for the highest occupied orbital energy: -8.73 eV. As for the SMILES: C1Nc2n[nH]nc21. The spin multiplicity is 1. The orbital gap comes out at 9.69 eV.

---

Model 2:
The following is a DFT calculation (wB97M-V/def2-TZVPD) of one molecule with the formula C3H4N4.

The geometry in XYZ format:
```
11
Properties=species:S:1:pos:R:3:mulliken_charge:R:1
C -1.89 0.04 0.08 -0.931
C -0.31 0.18 -0.26 0.610
N 0.13 -1.04 -0.17 -0.146
N 1.51 -1.22 -0.04 -0.381
C 2.21 -0.05 0.09 0.151
N 1.75 1.18 0.04 -0.319
N 0.38 1.27 -0.22 -0.250
H -2.46 0.89 -0.21 0.370
H -2.15 -0.05 1.25 0.229
H -2.37 -0.76 -0.47 0.305
H 3.20 -0.44 -0.08 0.363
```

Its net charge is 0. As for the highest occupied orbital energy: -10.14 eV. As for the SMILES: Cc1nncnn1. The spin multiplicity is 1. The orbital gap comes out at 8.72 eV.

---

Model 3:
The following is a DFT calculation (wB97M-V/def2-TZVPD) of one molecule with the formula C3H4N4.

The geometry in XYZ format:
```
11
Properties=species:S:1:pos:R:3:mulliken_charge:R:1
C -1.01 0.99 0.05 -0.306
C 0.30 1.14 -0.05 -0.039
N 1.17 0.28 -0.58 -0.226
N 1.23 -1.04 0.00 -0.430
C 0.08 -1.61 0.08 0.166
N -1.25 -1.26 -0.35 -0.240
N -1.83 -0.13 -0.38 -0.214
H -1.65 1.67 0.56 0.385
H 0.81 1.90 0.60 0.240
H 2.18 0.60 -0.57 0.326
H -0.03 -2.56 0.65 0.337
```

Its net charge is 0. As for the highest occupied orbital energy: -8.91 eV. As for the SMILES: C1=CNN=CN=N1. The spin multiplicity is 1. The orbital gap comes out at 8.20 eV.

---

Short version: model 2 is the most stable of them.